Record 1
{"formula": "C5H14", "method": "ωB97M-V/def2-TZVPD", "multiplicity": 1, "smiles": "CCC.CC", "e_above_lowest_ev": 0.4882, "total_energy_ha": -198.8712, "e_homo_ev": -11.096, "symbols": ["C", "C", "H", "H", "H", "H", "H", "H", "C", "C", "C", "H", "H", "H", "H", "H", "H", "H", "H"], "xyz": [[1.98768, -0.52041, 2.16331], [2.99343, -0.06018, 1.09004], [1.50102, -1.45292, 1.87348], [2.52051, -0.64698, 3.10766], [1.24698, 0.26612, 2.29481], [3.98996, -0.48567, 1.20255], [3.10909, 1.01474, 1.26373], [2.59967, -0.18370, 0.08358], [-1.89392, 0.56366, -1.52562], [-1.29315, 0.99886, -0.16970], [-2.00323, -0.95120, -1.70898], [-2.84564, 1.02530, -1.78961], [-1.23607, 0.98089, -2.27537], [-0.48362, 1.72398, -0.16758], [-2.78992, -1.31584, -1.02842], [-2.47867, -1.13336, -2.67003], [-1.10165, -1.51145, -1.48698], [-2.09504, 1.25608, 0.51017], [-0.70718, 0.14078, 0.19731]], "nbo_charge": [-0.61, -0.61, 0.20, 0.20, 0.20, 0.20, 0.20, 0.20, -0.40, -0.62, -0.61, 0.20, 0.19, 0.21, 0.20, 0.21, 0.21, 0.21, 0.20]}

Record 2
{"formula": "C5H14", "method": "ωB97M-V/def2-TZVPD", "multiplicity": 1, "smiles": "CCC.CC", "e_above_lowest_ev": 1.2705, "total_energy_ha": -198.8425, "e_homo_ev": -11.037, "symbols": ["C", "C", "C", "H", "H", "H", "H", "H", "H", "H", "H", "C", "C", "H", "H", "H", "H", "H", "H"], "xyz": [[-0.31110, 1.34289, -0.07317], [-1.72307, 1.83934, -0.15228], [0.76960, 2.35152, -0.62592], [0.18567, 1.23776, 0.90634], [-0.15765, 0.43606, -0.64820], [-2.34250, 0.92141, -0.19358], [1.32285, 2.95078, 0.08095], [-1.90390, 2.35313, -1.09338], [-1.99942, 2.41508, 0.73418], [1.59429, 1.92897, -1.17658], [0.37244, 3.07119, -1.32083], [0.14217, -2.54483, -0.16622], [1.04741, -2.85247, 1.06063], [-0.35833, -1.57968, -0.32303], [0.67195, -2.60662, -1.12864], [-0.82849, -3.09843, -0.02726], [1.84982, -3.41858, 0.56420], [1.59333, -2.08815, 1.63539], [0.46776, -3.48188, 1.71290]], "nbo_charge": [-0.41, -0.61, -0.61, 0.21, 0.20, 0.21, 0.20, 0.21, 0.21, 0.21, 0.19, -0.63, -0.62, 0.21, 0.21, 0.21, 0.21, 0.21, 0.21]}

Record 3
{"formula": "C5H14", "method": "ωB97M-V/def2-TZVPD", "multiplicity": 1, "smiles": "CCC.CC", "e_above_lowest_ev": 0.5518, "total_energy_ha": -198.8689, "e_homo_ev": -11.078, "symbols": ["C", "C", "C", "H", "H", "H", "H", "H", "H", "H", "H", "C", "C", "H", "H", "H", "H", "H", "H"], "xyz": [[-0.34498, -1.19097, -1.06864], [0.79136, -0.89755, -0.12017], [0.07688, -1.82096, -2.42223], [-1.03874, -1.89602, -0.63081], [-1.01394, -0.34244, -1.23341], [1.71544, -0.68586, -0.66596], [1.10594, -1.73920, 0.50031], [-0.29968, -2.82999, -2.56801], [-0.24877, -1.19054, -3.24743], [0.62187, -0.06350, 0.55424], [1.16051, -1.89009, -2.44709], [-0.67299, 1.99492, 1.01380], [0.06074, 1.64995, 2.33314], [-0.05757, 1.87010, 0.12805], [-1.50266, 1.28149, 0.96892], [-1.17261, 2.95656, 0.99446], [1.08626, 1.36274, 2.12511], [-0.47341, 0.87322, 2.86413], [0.20637, 2.55812, 2.92159]], "nbo_charge": [-0.41, -0.62, -0.61, 0.20, 0.20, 0.20, 0.21, 0.21, 0.21, 0.22, 0.20, -0.62, -0.62, 0.21, 0.20, 0.21, 0.21, 0.21, 0.21]}

Record 4
{"formula": "C5H14", "method": "ωB97M-V/def2-TZVPD", "multiplicity": 1, "smiles": "CCC.CC", "e_above_lowest_ev": 0.7810, "total_energy_ha": -198.8605, "e_homo_ev": -11.083, "symbols": ["C", "C", "H", "H", "H", "H", "H", "H", "C", "C", "C", "H", "H", "H", "H", "H", "H", "H", "H"], "xyz": [[1.41003, -1.46733, 0.04419], [1.66587, -2.82934, -0.62553], [2.27889, -0.99239, 0.55464], [1.16043, -0.76397, -0.77513], [0.52705, -1.52900, 0.71177], [2.07101, -2.79504, -1.64254], [2.37551, -3.32346, 0.07679], [0.78544, -3.44294, -0.62176], [-0.85445, 1.00628, 0.37218], [-0.51817, 1.65374, -0.97894], [-1.92647, 1.77686, 1.19928], [-1.02770, -0.08793, 0.43990], [0.06580, 1.20120, 0.94066], [-0.13787, 2.66476, -0.70281], [-2.98947, 1.63819, 0.97980], [-1.74500, 1.42665, 2.21021], [-1.71464, 2.86224, 1.14313], [0.05857, 1.11618, -1.70645], [-1.48483, 1.88530, -1.61940]], "nbo_charge": [-0.61, -0.61, 0.21, 0.20, 0.21, 0.21, 0.20, 0.20, -0.40, -0.61, -0.61, 0.20, 0.19, 0.21, 0.20, 0.21, 0.20, 0.22, 0.19]}

Record 5
{"formula": "C5H14", "method": "ωB97M-V/def2-TZVPD", "multiplicity": 1, "smiles": "CCC.CC", "e_above_lowest_ev": 0.9714, "total_energy_ha": -198.8535, "e_homo_ev": -11.010, "symbols": ["C", "C", "H", "H", "H", "H", "H", "H", "C", "C", "C", "H", "H", "H", "H", "H", "H", "H", "H"], "xyz": [[1.50050, -0.78587, -0.61634], [2.84960, -1.28299, -1.21026], [1.49076, 0.30425, -0.69888], [0.65145, -1.08484, -1.20695], [1.41083, -1.21595, 0.39135], [3.62768, -1.40558, -0.57951], [2.59408, -2.24803, -1.73681], [3.30826, -0.62959, -1.99272], [-1.40454, 1.16283, 1.11054], [-1.16155, -0.30662, 1.30165], [-2.14396, 1.58574, -0.19583], [-0.41488, 1.69912, 1.16857], [-2.09451, 1.46203, 1.92862], [-0.84189, -0.98649, 0.51180], [-0.28487, -0.46142, 1.96937], [-1.52508, 1.35769, -1.01753], [-2.37399, 2.64251, -0.30656], [-2.07445, -0.80626, 1.59552], [-3.11343, 0.99947, -0.41604]], "nbo_charge": [-0.62, -0.60, 0.21, 0.20, 0.21, 0.20, 0.20, 0.20, -0.40, -0.62, -0.61, 0.20, 0.20, 0.21, 0.21, 0.20, 0.21, 0.20, 0.20]}

Record 6
{"formula": "C5H14", "method": "ωB97M-V/def2-TZVPD", "multiplicity": 1, "smiles": "CCC.CC", "e_above_lowest_ev": 1.1104, "total_energy_ha": -198.8484, "e_homo_ev": -11.118, "symbols": ["C", "C", "H", "H", "H", "H", "H", "H", "C", "C", "C", "H", "H", "H", "H", "H", "H", "H", "H"], "xyz": [[1.64514, -0.65164, 1.76180], [1.81897, 0.86365, 2.04113], [2.37474, -1.08960, 2.44133], [0.75510, -1.00159, 2.27005], [1.62408, -0.88867, 0.71345], [2.24550, 1.24326, 1.10782], [0.83298, 1.26457, 2.29341], [2.42343, 1.16339, 2.88334], [-1.71555, 0.18631, -1.46824], [-0.94532, -0.48328, -2.63188], [-1.14639, 0.05095, -0.01750], [-1.65705, 1.20316, -1.79566], [-2.74028, -0.16643, -1.44346], [-0.08339, 0.10627, -2.97478], [-0.19731, -0.44571, -0.10548], [-1.22481, 1.09045, 0.40871], [-1.53969, -0.42160, -3.53852], [-0.55984, -1.48171, -2.42171], [-1.91031, -0.54180, 0.47619]], "nbo_charge": [-0.62, -0.61, 0.21, 0.20, 0.21, 0.20, 0.20, 0.20, -0.39, -0.61, -0.62, 0.19, 0.19, 0.20, 0.21, 0.22, 0.21, 0.20, 0.21]}

Record 7
{"formula": "C5H14", "method": "ωB97M-V/def2-TZVPD", "multiplicity": 1, "smiles": "CCC.CC", "e_above_lowest_ev": 0.6632, "total_energy_ha": -198.8648, "e_homo_ev": -10.730, "symbols": ["C", "C", "H", "H", "H", "H", "H", "H", "C", "C", "C", "H", "H", "H", "H", "H", "H", "H", "H"], "xyz": [[0.61318, 0.72505, 2.49962], [0.47223, 1.77214, 1.38680], [1.67239, 0.62531, 2.71793], [0.05579, 1.05200, 3.39093], [0.09068, -0.20358, 2.27390], [-0.53350, 2.17745, 1.29943], [0.68310, 1.23450, 0.45408], [1.18025, 2.57187, 1.56229], [-0.99665, -0.56945, -1.24575], [-0.20417, -1.62146, -0.40120], [-0.06971, -0.36500, -2.50146], [-1.94649, -0.99807, -1.53007], [-1.07427, 0.40203, -0.78569], [-0.89876, -1.72550, 0.44884], [0.83524, -1.41049, -0.20219], [-0.27739, 0.54552, -3.06632], [1.00591, -0.35696, -2.33479], [-0.32497, -2.61072, -0.85613], [-0.28287, -1.24462, -3.11021]], "nbo_charge": [-0.61, -0.60, 0.21, 0.20, 0.21, 0.20, 0.20, 0.20, -0.39, -0.62, -0.61, 0.20, 0.20, 0.21, 0.21, 0.20, 0.20, 0.20, 0.20]}

Record 8
{"formula": "C5H14", "method": "ωB97M-V/def2-TZVPD", "multiplicity": 1, "smiles": "CCC.CC", "e_above_lowest_ev": 0.3339, "total_energy_ha": -198.8769, "e_homo_ev": -11.387, "symbols": ["C", "C", "C", "H", "H", "H", "H", "H", "H", "H", "H", "C", "C", "H", "H", "H", "H", "H", "H"], "xyz": [[1.50343, 0.03599, -0.86215], [1.41959, 1.01002, -2.01820], [0.48098, -1.12139, -0.91232], [2.50673, -0.38680, -0.83823], [1.34926, 0.54458, 0.09181], [0.44318, 1.50247, -2.12883], [0.46633, -1.53832, 0.08871], [-0.46162, -0.64697, -1.16969], [0.68401, -1.82692, -1.71281], [2.11703, 1.83271, -1.85086], [1.63439, 0.52227, -2.96731], [-1.28154, -0.40331, 2.38062], [-1.93533, 0.47402, 1.31331], [-0.29915, -0.75963, 2.05215], [-1.13090, 0.16579, 3.29185], [-1.84937, -1.28240, 2.65595], [-2.73654, -0.00631, 0.76196], [-1.23528, 0.61314, 0.48197], [-2.14180, 1.47045, 1.68499]], "nbo_charge": [-0.39, -0.61, -0.61, 0.19, 0.19, 0.20, 0.21, 0.20, 0.20, 0.21, 0.20, -0.61, -0.62, 0.20, 0.21, 0.21, 0.21, 0.20, 0.21]}

Record 9
{"formula": "C5H14", "method": "ωB97M-V/def2-TZVPD", "multiplicity": 1, "smiles": "CCC.CC", "e_above_lowest_ev": 0.3536, "total_energy_ha": -198.8762, "e_homo_ev": -11.405, "symbols": ["C", "C", "H", "H", "H", "H", "H", "H", "C", "C", "C", "H", "H", "H", "H", "H", "H", "H", "H"], "xyz": [[2.25342, -0.50636, -1.09450], [2.01491, -1.75934, -0.23982], [1.33818, 0.07578, -1.18811], [3.04180, 0.16382, -0.74089], [2.64331, -0.83639, -2.06024], [1.76789, -1.51522, 0.78159], [1.11705, -2.24614, -0.61928], [2.90758, -2.38378, -0.22735], [-1.14458, 0.41818, 0.59870], [-2.35880, 0.67497, 1.50451], [-1.07576, 1.29635, -0.67384], [-0.26785, 0.66806, 1.19914], [-1.09590, -0.63767, 0.37556], [-3.29058, 0.76772, 0.94808], [-1.14147, 0.65239, -1.54545], [-1.94255, 1.95679, -0.75371], [-2.18968, 1.51241, 2.19207], [-2.43884, -0.14560, 2.21851], [-0.13813, 1.84404, -0.67496]], "nbo_charge": [-0.61, -0.61, 0.20, 0.20, 0.20, 0.20, 0.20, 0.20, -0.40, -0.61, -0.62, 0.20, 0.20, 0.20, 0.21, 0.21, 0.20, 0.21, 0.21]}

Record 10
{"formula": "C5H14", "method": "ωB97M-V/def2-TZVPD", "multiplicity": 1, "smiles": "CCC.CC", "e_above_lowest_ev": 0.0666, "total_energy_ha": -198.8867, "e_homo_ev": -11.488, "symbols": ["C", "C", "H", "H", "H", "H", "H", "H", "C", "C", "C", "H", "H", "H", "H", "H", "H", "H", "H"], "xyz": [[0.80170, -1.32266, -2.17373], [1.50979, 0.00958, -2.42500], [-0.25068, -1.18066, -1.94566], [0.86619, -1.97071, -3.04712], [1.28941, -1.79029, -1.32154], [1.22986, 0.44193, -3.37955], [2.59669, -0.13121, -2.44478], [1.31656, 0.71185, -1.61755], [-0.94786, 0.23301, 1.11175], [-0.30488, -0.54402, 2.26765], [-1.28296, 1.67306, 1.45324], [-0.31136, 0.18229, 0.23053], [-1.89952, -0.26541, 0.91321], [-0.83199, -0.31859, 3.19815], [0.73672, -0.27902, 2.42783], [-0.39053, 2.28032, 1.62600], [-1.86795, 2.14150, 0.66562], [-0.38275, -1.61215, 2.09175], [-1.87643, 1.74117, 2.36918]], "nbo_charge": [-0.61, -0.60, 0.20, 0.20, 0.20, 0.20, 0.20, 0.20, -0.39, -0.60, -0.60, 0.20, 0.19, 0.20, 0.20, 0.20, 0.21, 0.21, 0.20]}

Record 11
{"formula": "C5H14", "method": "ωB97M-V/def2-TZVPD", "multiplicity": 1, "smiles": "CCC.CC", "e_above_lowest_ev": 1.1781, "total_energy_ha": -198.8459, "e_homo_ev": -10.891, "symbols": ["C", "C", "C", "H", "H", "H", "H", "H", "H", "H", "H", "C", "C", "H", "H", "H", "H", "H", "H"], "xyz": [[0.46802, 1.37780, -1.34946], [1.63918, 2.05359, -0.66525], [0.57324, -0.09085, -1.33619], [-0.37611, 1.79545, -0.84552], [0.41911, 1.73360, -2.36102], [1.81689, 3.11994, -0.96204], [-0.34753, -0.75673, -1.46908], [1.41829, -0.32156, -2.04292], [2.62910, 1.69371, -0.91810], [1.51791, 1.78933, 0.35478], [0.77030, -0.61169, -0.33528], [-2.06379, -1.23577, 1.30410], [-0.66130, -1.69461, 1.73197], [-2.05765, -1.32829, 0.21107], [-2.85251, -1.80440, 1.68781], [-2.23069, -0.14038, 1.65058], [-0.28605, -2.45953, 1.00995], [0.19535, -0.91210, 1.67665], [-0.57176, -2.20751, 2.65794]], "nbo_charge": [-0.42, -0.60, -0.62, 0.20, 0.20, 0.21, 0.22, 0.21, 0.20, 0.20, 0.21, -0.61, -0.62, 0.21, 0.21, 0.20, 0.20, 0.20, 0.21]}

Record 12
{"formula": "C5H14", "method": "ωB97M-V/def2-TZVPD", "multiplicity": 1, "smiles": "CCC.CC", "e_above_lowest_ev": 0.3069, "total_energy_ha": -198.8779, "e_homo_ev": -11.354, "symbols": ["C", "C", "C", "H", "H", "H", "H", "H", "H", "H", "H", "C", "C", "H", "H", "H", "H", "H", "H"], "xyz": [[0.94412, 1.27862, 1.61818], [1.95376, 1.18209, 0.49494], [0.34928, -0.07029, 2.02822], [1.45843, 1.66187, 2.49872], [0.14843, 1.97210, 1.36288], [1.63611, 0.54096, -0.32434], [2.94005, 0.81427, 0.77002], [-0.03274, -0.67896, 1.22156], [1.11847, -0.65363, 2.56276], [2.11268, 2.15107, 0.02311], [-0.42099, 0.05910, 2.80176], [-1.73706, -1.13591, -1.16815], [-1.31330, -0.94212, -2.61240], [-2.56300, -0.48226, -0.86936], [-1.95882, -2.16965, -0.94040], [-1.00038, -0.85103, -0.41032], [-1.11478, -1.88879, -3.10919], [-2.08756, -0.46228, -3.21011], [-0.43269, -0.32516, -2.73789]], "nbo_charge": [-0.40, -0.61, -0.60, 0.20, 0.20, 0.20, 0.20, 0.20, 0.20, 0.21, 0.21, -0.62, -0.62, 0.21, 0.21, 0.20, 0.21, 0.21, 0.21]}

Quick rundown of gap between HOMO and LUMO, same order as above: 12.16, 12.11, 12.27, 12.18, 12.09, 12.25, 11.91, 12.57, 12.54, 12.59, 12.01, 12.50 eV